Record 1
{
  "formula": "C22H21IN2OSTl",
  "method": "ωB97M-V/def2-TZVPD",
  "symbols": ["Tl", "I", "S", "O", "N", "N", "C", "C", "C", "C", "C", "C", "C", "C", "C", "C", "C", "C", "C", "C", "C", "C", "C", "C", "C", "C", "C", "C", "H", "H", "H", "H", "H", "H", "H", "H", "H", "H", "H", "H", "H", "H", "H", "H", "H", "H", "H", "H", "H"],
  "xyz": [[-0.082, 0.100, 0.475], [2.317, -0.359, 1.968], [-0.836, -2.540, -0.236], [1.475, -0.102, -1.490], [-0.192, -3.698, -2.539], [1.414, -2.373, -1.714], [-1.028, 1.825, -0.771], [-2.098, 3.706, 0.380], [2.027, -1.218, -1.549], [6.257, -1.356, -1.946], [0.196, -2.806, -1.589], [-1.980, 3.629, -2.032], [4.266, -0.177, -1.332], [-2.363, 4.269, -0.886], [5.513, -2.497, -2.206], [-1.203, 1.800, 1.655], [0.995, -3.011, -4.626], [0.783, -4.070, -3.546], [-2.459, 4.298, 1.608], [-1.581, 2.400, 2.822], [-1.486, -4.329, -2.564], [-1.442, 2.450, 0.424], [3.510, -1.305, -1.631], [-2.208, 3.661, 2.791], [4.143, -2.475, -2.031], [5.639, -0.208, -1.478], [-2.395, -3.731, -3.639], [-1.294, 2.397, -1.982], [-1.939, -4.196, -1.579], [-0.994, 1.921, -2.905], [7.325, -1.365, -2.110], [1.735, -4.244, -3.033], [-2.891, 5.215, -0.939], [0.077, -2.841, -5.180], [1.769, -3.334, -5.321], [-2.199, 4.066, -3.001], [3.548, -3.358, -2.207], [6.232, 0.655, -1.211], [-1.394, 1.924, 3.775], [3.758, 0.710, -0.986], [6.006, -3.405, -2.532], [-1.977, -3.896, -4.630], [-1.347, -5.404, -2.749], [-2.494, 4.121, 3.727], [-3.374, -4.203, -3.600], [1.302, -2.074, -4.172], [0.456, -5.007, -4.008], [-2.504, -2.661, -3.472], [-2.936, 5.269, 1.603]],
  "charge": -1,
  "gap_ev": 7.506,
  "lumo_ev": 2.624
}

Record 2
{
  "formula": "C16H33Cl4N3O6",
  "method": "ωB97M-V/def2-TZVPD",
  "symbols": ["Cl", "Cl", "Cl", "Cl", "O", "O", "O", "O", "O", "O", "N", "N", "N", "C", "C", "C", "C", "C", "C", "C", "C", "C", "C", "C", "C", "C", "C", "C", "C", "H", "H", "H", "H", "H", "H", "H", "H", "H", "H", "H", "H", "H", "H", "H", "H", "H", "H", "H", "H", "H", "H", "H", "H", "H", "H", "H", "H", "H", "H", "H", "H", "H"],
  "xyz": [[-0.769, -0.876, -3.540], [-2.499, 1.210, -1.414], [-10.417, -1.493, -1.216], [-7.490, -4.698, -0.449], [0.495, 8.193, -6.043], [3.772, 4.030, 2.852], [-2.878, 0.716, 5.405], [4.480, 6.205, 3.459], [3.912, -9.289, -2.188], [4.622, 4.459, 4.787], [4.669, -7.251, -1.465], [2.297, 7.482, -5.048], [-4.186, -1.166, 5.454], [-5.538, -0.599, 5.412], [3.643, 2.763, 3.543], [4.732, -8.552, -1.570], [1.929, 7.032, -7.455], [-8.892, -3.514, -0.393], [5.898, -9.156, -0.739], [4.251, 3.083, 4.911], [-0.263, -0.130, -1.954], [1.960, 7.854, -3.658], [1.516, 7.620, -6.143], [4.290, 4.998, 3.659], [3.818, -6.426, -2.259], [-3.051, -0.470, 5.446], [-8.967, -2.574, -1.616], [-0.791, 1.295, -1.682], [-1.954, -1.480, 5.588], [-0.826, -0.707, -1.220], [2.607, 2.467, 3.707], [6.256, -8.284, -0.194], [-5.912, -0.364, 4.415], [6.769, -9.494, -1.300], [1.040, 7.020, -8.086], [-6.243, -1.313, 5.840], [2.781, -6.477, -1.926], [2.297, 6.020, -7.289], [-2.092, -2.133, 6.450], [-0.679, 2.052, -2.458], [2.692, 7.598, -7.991], [0.734, -0.415, -1.617], [3.254, 7.207, -5.218], [4.013, -6.493, -3.330], [-1.992, -2.061, 4.666], [-0.409, 1.751, -0.769], [4.116, -5.415, -1.981], [-4.194, -2.106, 5.824], [-9.217, -2.961, -2.604], [-9.834, -4.004, -0.149], [-1.044, -0.885, 5.666], [-8.673, -2.991, 0.538], [2.833, 7.959, -3.013], [5.084, 2.403, 5.091], [-8.106, -1.924, -1.776], [4.285, 2.043, 3.035], [5.727, -10.020, -0.096], [1.454, 6.967, -3.278], [1.359, 8.731, -3.419], [-5.505, 0.377, 5.896], [3.560, 2.929, 5.739], [5.278, -6.744, -0.839]],
  "smiles": "O=C1OCCO1.CNC(C)=O.CNC(C)=O.CNC(C)=O.ClCCCl.ClCCCl",
  "gap_ev": 9.510,
  "lumo_ev": 0.068,
  "relative_energy_kj_mol": 184.1
}

Record 3
{
  "formula": "C21H41AlBBeBr2Cl5F2N6O8S2",
  "method": "ωB97M-V/def2-TZVPD",
  "symbols": ["Br", "Br", "Cl", "Cl", "Cl", "Cl", "Cl", "S", "S", "Al", "F", "F", "O", "O", "O", "O", "O", "O", "O", "O", "N", "N", "N", "N", "N", "N", "C", "C", "C", "C", "C", "C", "C", "C", "C", "C", "C", "C", "C", "C", "C", "C", "C", "C", "C", "C", "C", "B", "Be", "H", "H", "H", "H", "H", "H", "H", "H", "H", "H", "H", "H", "H", "H", "H", "H", "H", "H", "H", "H", "H", "H", "H", "H", "H", "H", "H", "H", "H", "H", "H", "H", "H", "H", "H", "H", "H", "H", "H", "H", "H"],
  "xyz": [[6.615, 0.706, 3.890], [3.948, 3.366, 1.599], [3.304, -7.035, 2.572], [-0.965, 0.560, -3.031], [6.335, 1.270, -0.166], [3.640, -6.038, 6.899], [2.139, -7.584, 5.745], [-1.624, 2.177, 0.953], [-3.884, 1.841, -4.627], [4.543, -1.232, -2.099], [5.145, 1.661, 2.731], [0.209, -3.473, 0.990], [-2.824, 2.927, 1.555], [-4.280, -2.495, 1.127], [0.706, 2.898, -1.558], [3.811, -4.851, -1.532], [-0.190, 7.493, -3.493], [-0.429, 3.112, 1.208], [-1.259, 0.736, 1.703], [4.809, -4.179, -3.352], [4.394, -5.046, -2.594], [-2.147, 7.123, -2.471], [-1.243, 3.833, -2.888], [-3.361, -0.201, 1.314], [-0.192, -0.980, -0.868], [-3.449, 0.488, -1.998], [-1.172, 9.379, -2.395], [-5.591, -0.739, 0.000], [-1.915, -0.443, 1.060], [-4.292, -1.246, 0.868], [1.900, -6.257, 3.346], [2.116, -6.035, 4.833], [-1.853, 2.120, -0.881], [-1.206, -3.097, 1.221], [-1.735, -4.211, 2.310], [3.715, 1.385, 0.352], [-2.020, 0.630, -1.470], [-3.715, 0.110, 2.728], [-1.564, -0.593, -0.510], [3.619, 0.019, -0.517], [-1.275, -1.675, 1.946], [-3.533, 1.031, -3.212], [4.613, -6.459, -2.981], [2.219, -0.183, -1.297], [-3.327, 7.449, -1.700], [0.925, -0.228, -0.288], [-1.120, 7.941, -2.831], [-0.727, 2.953, -1.748], [5.711, -6.245, -0.595], [-0.036, -1.988, -0.994], [5.220, -6.929, -2.185], [-5.748, -1.348, -0.960], [1.021, -6.876, 3.153], [5.139, -6.487, -3.935], [3.635, -6.932, -3.065], [2.256, -1.214, -1.827], [-2.687, -3.882, 2.860], [-6.504, -0.805, 0.723], [-2.037, 6.174, -2.803], [-4.150, 1.178, 2.901], [-1.847, -5.197, 1.714], [4.450, 0.121, -1.348], [4.741, 1.382, 0.946], [0.731, 0.852, 0.040], [-0.939, 3.347, -3.766], [3.689, 2.300, -0.348], [2.856, 1.420, 1.136], [1.756, -5.296, 2.846], [-2.899, -0.053, 3.515], [-5.433, 0.395, -0.228], [1.297, -5.438, 5.242], [-2.861, 2.673, -1.096], [-4.205, 7.231, -2.313], [-2.054, 9.868, -2.814], [-0.721, 4.735, -2.845], [1.311, -0.803, 0.655], [-3.346, 8.493, -1.393], [-4.591, -0.607, 3.028], [-0.284, 9.900, -2.758], [-1.185, 9.441, -1.304], [-3.342, 6.808, -0.815], [1.100, 2.871, -2.476], [-0.823, -4.371, 3.022], [3.045, -5.510, 5.025], [-2.223, -1.491, -0.879], [-0.174, -1.355, 2.176], [-1.868, -3.243, 0.297], [2.024, 0.638, -2.090], [3.938, -0.871, 0.146], [-1.778, -1.815, 2.965]],
  "gap_ev": 1.376,
  "lumo_ev": -4.832
}

Record 4
{
  "formula": "C2H8N6",
  "method": "ωB97M-V/def2-TZVPD",
  "symbols": ["N", "N", "N", "N", "N", "N", "C", "C", "H", "H", "H", "H", "H", "H", "H", "H"],
  "xyz": [[0.371, 1.778, -0.196], [0.053, -0.010, -1.730], [-0.566, -1.048, 1.957], [-0.337, -0.125, 1.113], [0.180, 1.417, 0.976], [0.228, 1.277, -1.359], [-0.247, -0.901, 3.395], [0.198, -0.256, -3.189], [-0.517, -0.004, 4.051], [0.804, -0.829, 3.612], [0.164, -1.293, -3.231], [-0.819, -1.754, 3.844], [-0.585, 0.104, -3.899], [1.200, 0.215, -3.354], [0.424, 1.869, -2.173], [-0.551, -0.440, 0.183]],
  "gap_ev": [6.221, 8.410],
  "lumo_ev": [-0.440, 0.557],
  "relative_energy_kj_mol": 747.2
}

Record 5
{
  "formula": "C17H24N2O7S",
  "method": "ωB97M-V/def2-TZVPD",
  "symbols": ["S", "O", "O", "O", "O", "O", "O", "O", "N", "N", "C", "C", "C", "C", "C", "C", "C", "C", "C", "C", "C", "C", "C", "C", "C", "C", "C", "H", "H", "H", "H", "H", "H", "H", "H", "H", "H", "H", "H", "H", "H", "H", "H", "H", "H", "H", "H", "H", "H", "H", "H"],
  "xyz": [[3.374, 0.978, 0.281], [0.229, -3.900, -0.579], [-1.275, -1.616, -0.299], [3.830, 1.147, 1.630], [-2.886, -2.762, 0.766], [-2.704, 1.962, 0.577], [4.274, 1.225, -0.805], [-2.431, 2.031, -1.670], [2.087, 2.015, 0.084], [-0.671, 1.610, -0.312], [-4.132, 3.924, 0.342], [1.256, -2.356, 0.998], [1.086, -2.878, -0.285], [-3.716, -1.591, 0.831], [-1.712, -2.636, 0.162], [-1.969, 1.875, -0.564], [-4.048, 2.405, 0.408], [1.823, -2.355, -1.348], [2.049, -1.240, 1.181], [2.676, -0.658, 0.097], [-4.448, -1.354, -0.480], [-0.116, 1.366, 0.999], [1.512, 2.173, -1.229], [-0.964, -3.972, 0.157], [1.160, 2.203, 1.170], [0.240, 1.336, -1.404], [2.605, -1.234, -1.158], [2.180, -0.799, 2.158], [-3.602, 4.282, -0.537], [1.270, 3.233, -1.369], [-4.976, -2.254, -0.785], [1.686, 1.939, 2.087], [1.718, -2.809, -2.320], [-3.093, -0.726, 1.080], [0.112, 0.298, 1.092], [-4.453, 1.968, -0.510], [2.276, 1.887, -1.951], [0.742, -2.789, 1.842], [-0.268, 1.596, -2.334], [3.145, -0.777, -1.972], [-5.172, 4.230, 0.276], [-0.806, -4.295, 1.195], [-4.415, -1.799, 1.644], [-4.585, 2.018, 1.277], [0.891, 3.265, 1.207], [-3.686, 4.366, 1.230], [0.475, 0.266, -1.408], [-0.848, 1.646, 1.755], [-1.580, -4.724, -0.343], [-5.166, -0.550, -0.351], [-3.744, -1.071, -1.259]],
  "smiles": "CCOC(=O)COc1ccc(S(=O)(=O)N2CCN(C(=O)OCC)CC2)cc1",
  "gap_ev": 9.188,
  "lumo_ev": 0.501,
  "relative_energy_kj_mol": 73.4
}

Record 6
{
  "formula": "C5H14N2O",
  "method": "ωB97M-V/def2-TZVPD",
  "symbols": ["O", "N", "N", "C", "C", "C", "C", "C", "H", "H", "H", "H", "H", "H", "H", "H", "H", "H", "H", "H", "H", "H"],
  "xyz": [[2.956, -0.169, 0.370], [0.521, 0.568, -0.882], [-2.271, 0.862, -0.108], [1.043, 1.923, -0.722], [-0.683, -1.283, 0.166], [-2.109, -0.739, 0.451], [1.804, -1.014, 0.393], [0.475, -0.302, 0.298], [3.018, 0.195, -0.508], [-0.550, -2.030, 0.959], [-2.859, -1.536, 0.409], [-3.156, 1.307, 0.144], [0.291, 2.686, -0.933], [1.959, -1.637, 1.273], [-0.453, 0.719, -1.106], [-2.736, -0.101, -0.508], [1.892, 2.098, -1.395], [-2.021, -0.483, 1.502], [1.424, 2.075, 0.295], [1.851, -1.645, -0.504], [0.256, 0.300, 1.204], [-0.652, -1.797, -0.797]],
  "gap_ev": 9.499,
  "lumo_ev": 0.817,
  "relative_energy_kj_mol": 510.7
}

Record 7
{
  "formula": "C2H2OS3",
  "method": "ωB97M-V/def2-TZVPD",
  "symbols": ["S", "S", "S", "O", "C", "C", "H", "H"],
  "xyz": [[-2.290, -0.188, -0.133], [2.005, 0.661, -0.151], [-0.754, 2.295, 0.155], [0.441, -1.358, 0.382], [0.490, -0.170, 0.102], [-0.798, 0.674, 0.004], [2.633, -0.492, -0.154], [-1.728, -1.422, -0.205]],
  "smiles": "O=C(S)C(=S)S",
  "gap_ev": 7.870,
  "lumo_ev": -1.420,
  "relative_energy_kj_mol": 1.5
}

Record 8
{
  "formula": "C18H55N9O4P3",
  "method": "ωB97M-V/def2-TZVPD",
  "symbols": ["P", "P", "P", "O", "O", "O", "O", "N", "N", "N", "N", "N", "N", "N", "N", "N", "C", "C", "C", "C", "C", "C", "C", "C", "C", "C", "C", "C", "C", "C", "C", "C", "C", "C", "H", "H", "H", "H", "H", "H", "H", "H", "H", "H", "H", "H", "H", "H", "H", "H", "H", "H", "H", "H", "H", "H", "H", "H", "H", "H", "H", "H", "H", "H", "H", "H", "H", "H", "H", "H", "H", "H", "H", "H", "H", "H", "H", "H", "H", "H", "H", "H", "H", "H", "H", "H", "H", "H", "H"],
  "xyz": [[2.106, 2.696, 2.617], [3.849, -3.781, -1.052], [-5.401, 1.815, -1.052], [-5.784, 3.110, -1.632], [0.199, -0.120, -1.892], [2.614, 3.848, 3.382], [4.667, -4.936, -0.630], [3.263, 1.677, 1.924], [2.339, -4.210, -1.640], [-6.224, 1.394, 0.360], [1.208, 3.160, 1.243], [-5.646, 0.575, -2.195], [4.496, -2.902, -2.322], [3.560, -2.637, 0.142], [-3.799, 1.591, -0.567], [1.125, 1.611, 3.403], [-3.391, 2.121, 0.723], [5.811, -2.309, -2.054], [-2.730, 1.271, -1.510], [0.332, 4.288, 1.454], [4.383, -3.345, -3.701], [0.384, 0.480, 2.821], [3.182, -1.256, -0.147], [0.870, 2.316, 0.111], [4.202, 2.280, 0.968], [3.974, 0.812, 2.900], [-5.329, -0.823, -1.982], [0.683, 1.972, 4.774], [-7.249, 2.336, 0.817], [1.493, -3.230, -2.348], [1.680, -5.483, -1.386], [-6.002, 0.968, -3.544], [-6.137, 0.119, 1.041], [3.246, -3.165, 1.465], [-6.775, 3.278, 1.114], [2.239, -6.398, -1.585], [0.724, 5.010, 2.171], [0.266, 4.885, 0.534], [0.803, -2.785, -1.631], [3.352, -3.330, -4.062], [1.313, -5.571, -0.355], [3.584, -0.197, 2.778], [-6.848, 1.650, -3.525], [-6.502, 0.210, 2.067], [-6.168, -1.484, -2.242], [-4.573, -1.156, -2.702], [-0.594, 0.840, 2.495], [2.323, -3.761, 1.474], [5.038, 0.726, 2.672], [0.996, 0.060, 2.028], [4.723, -4.377, -3.840], [-5.146, 1.353, -4.110], [3.984, -0.571, -0.440], [3.190, -2.380, 2.210], [-4.196, 2.503, 1.344], [4.891, -2.676, -4.393], [4.595, 3.218, 1.387], [-2.689, 2.953, 0.580], [0.783, -5.481, -2.005], [0.987, -3.643, -3.221], [0.554, 2.805, -0.806], [-2.784, 0.242, -1.869], [2.402, -1.157, -0.909], [5.755, -1.726, -1.128], [5.030, 1.616, 0.743], [-0.699, 3.981, 1.684], [1.734, 1.671, -0.074], [-6.799, -0.620, 0.575], [2.752, -0.820, 0.756], [6.551, -3.074, -1.792], [-7.978, 2.534, 0.031], [2.121, -2.417, -2.707], [-2.670, 1.969, -2.343], [1.535, 2.035, 5.452], [-6.293, 0.099, -4.144], [-1.759, 1.229, -1.009], [6.134, -1.641, -2.846], [-0.092, 1.318, 5.160], [-5.098, -0.205, 1.084], [0.248, 2.975, 4.708], [0.156, -0.277, 3.572], [0.761, 0.469, -1.387], [-5.061, -1.020, -0.956], [3.713, 2.625, 0.055], [-2.809, 1.345, 1.235], [4.002, -3.921, 1.697], [0.117, 1.565, 0.374], [3.952, 1.279, 3.886], [-7.750, 2.001, 1.724]],
  "charge": -1,
  "gap_ev": 5.958,
  "lumo_ev": 2.514,
  "relative_energy_kj_mol": 156.8
}

Number 1: energy -1904.1167 a.u.. Number 2: energy -3085.8785 a.u.. Number 3: energy -10481.5055 a.u.. Number 4: energy -409.2521 a.u.. Number 5: energy -1696.5942 a.u.. Number 6: energy -383.5062 a.u.. Number 7: energy -1347.1910 a.u.. Number 8: energy -2536.7656 a.u..